Record 1
10
Properties=species:S:1:pos:R:3:forces:R:3:mulliken_charge:R:1 method="wB97M-V/def2-TZVPD" homo_lumo_gap_ev="7.5 / 8.0" total_energy_ev=-7186.7876 multiplicity=1 molar_mass_g_mol=80.09 homo_energy_ev="-8.128 / -7.849" charge=0 relative_energy_kcal_mol=136.1
N -1.19543 -0.90761 -0.50450 0.130 -0.066 -0.103 -0.473
N -1.16500 2.42521 0.59339 0.065 0.830 -1.052 -0.492
C -0.26095 0.09552 -0.18610 0.802 -0.530 -0.556 -0.339
C 1.12384 -0.16967 -0.05341 -0.088 -0.072 -0.028 -0.338
C -0.75987 1.30259 0.34247 -0.548 0.310 1.369 0.200
C 2.30139 -0.43439 0.03785 -0.226 0.061 -0.012 0.222
H -1.02523 1.10192 1.43295 0.126 -0.693 0.336 0.302
H -1.53372 -0.84468 -1.45875 -0.089 0.013 0.130 0.241
H 3.34400 -0.65493 0.10272 -0.185 0.045 0.000 0.406
H -0.84369 -1.83869 -0.32055 0.013 0.102 -0.084 0.272

***

Record 2
18
Properties=species:S:1:pos:R:3:forces:R:3:mulliken_charge:R:1 method="wB97M-V/def2-TZVPD" homo_lumo_gap_ev=11.2 total_energy_ev=-8437.2862 multiplicity=1 molar_mass_g_mol=92.14 homo_energy_ev=-10.447 charge=0 relative_energy_kcal_mol=5.3
O 0.62857 -1.76860 3.33199 1.098 -0.443 0.342 -0.605
O -1.60520 -1.58409 4.63691 -0.927 0.313 -0.841 -0.677
C 0.02109 -0.28630 1.52455 -0.179 1.673 -0.043 -0.336
C 0.53074 -1.64035 1.92629 -0.515 -0.978 -0.823 0.241
C 0.00000 0.00000 0.00000 0.487 -0.634 0.237 -1.182
C -0.42261 -2.74090 1.46624 0.274 -0.342 -0.840 -1.340
H 0.66785 0.44443 2.04722 -0.388 -0.092 -0.292 0.331
H 0.96665 -0.32153 -0.42287 -0.355 0.197 -0.139 0.308
H -0.80435 -0.58639 -0.47516 0.354 0.259 0.057 0.299
H -0.32971 -2.85484 0.37308 -0.219 -0.155 0.345 0.399
H -1.47456 -2.51401 1.70818 0.437 0.004 0.004 0.329
H -2.19427 -0.96793 4.14537 0.626 -0.690 0.597 0.307
H -0.99507 -1.94240 3.95309 -0.274 0.597 0.775 0.403
H -0.15003 -3.69694 1.94404 -0.148 0.244 -0.283 0.371
H 1.09879 -2.62102 3.44458 -0.361 0.757 0.339 0.349
H 1.54905 -1.79619 1.51564 -0.456 0.116 -0.171 0.320
H -1.02333 -0.09627 1.83841 0.505 -0.351 0.448 0.125
H -0.15226 1.06561 -0.24064 0.044 -0.475 0.287 0.361

***

Record 3
56
Properties=species:S:1:pos:R:3:forces:R:3:mulliken_charge:R:1 method="wB97M-V/def2-TZVPD" homo_lumo_gap_ev=11.1 total_energy_ev=-31854.6474 multiplicity=1 molar_mass_g_mol=304.35 homo_energy_ev=-13.464 charge=+1 relative_energy_kcal_mol=51.3
O -3.02979 -1.59460 1.84471 0.356 -0.417 2.140 -0.582
O 4.94509 -0.39605 0.05459 0.139 -2.093 0.597 -0.776
O 3.77471 -0.76833 -2.07065 -2.688 -1.463 -2.430 -0.719
O -4.49162 -0.92614 -0.21765 -0.299 0.561 2.227 -0.594
O 2.05666 2.30186 -0.43059 0.157 -0.998 -0.185 -0.614
O -0.18569 3.50676 1.16983 0.262 -0.633 -1.746 -0.604
O -1.87512 0.14680 3.75294 1.001 0.172 -0.114 -0.617
O -0.06997 -3.59529 0.33748 7.666 5.407 0.808 -0.554
O 0.51584 0.52968 2.33372 0.137 -1.609 -0.115 -0.638
O 3.42061 0.79502 1.84238 1.566 -2.653 3.708 -0.741
O 2.56092 -2.67864 -0.06597 1.780 -0.617 -2.367 -0.677
O 2.04870 0.91992 -2.83930 0.770 -0.552 -0.353 -0.606
N -2.49318 1.18661 0.74363 -5.710 1.109 -2.460 -0.061
C -1.97880 -0.45255 -1.15162 0.060 -2.915 0.944 1.701
C -2.66610 -1.16954 -2.37296 1.687 1.532 -1.239 -1.501
C -1.86310 2.05212 -1.55823 0.676 0.246 -3.298 -1.033
C -0.49039 -0.44559 -1.46292 -0.038 1.132 -0.919 -1.233
C -2.57005 0.92403 -0.85509 -2.763 -0.436 1.424 0.081
H -2.01709 -1.15954 -0.23818 -0.585 1.470 -1.329 -0.513
H -2.79187 -0.35778 -3.11974 0.769 -0.155 -0.174 0.394
H -0.32936 4.08323 0.38198 -0.018 -0.202 1.071 0.379
H 3.15776 -2.97091 -0.83522 -0.770 -0.213 1.840 0.401
H -1.68088 1.58779 1.03052 3.409 1.314 1.065 0.241
H -1.94099 -1.91453 -2.83720 -1.237 0.754 0.719 0.298
H 0.95365 -3.87327 0.14306 -3.604 1.371 0.785 0.321
H -3.25986 1.99166 0.86892 2.067 -2.400 0.135 0.422
H -0.89211 0.28908 3.63893 -1.267 -0.365 0.070 0.372
H -2.73143 0.35900 1.31011 0.100 -0.023 -0.149 0.298
H -3.07972 -1.49581 2.84075 0.190 0.085 -1.606 0.280
H -2.27998 -2.21033 1.73733 -0.310 0.301 -0.183 0.241
H 4.44734 0.02399 0.77118 0.080 0.089 0.495 0.484
H 4.86063 -1.37851 0.25906 0.303 1.814 -0.239 0.355
H 2.43825 3.09405 -0.83172 -0.013 -0.254 -0.031 0.285
H 2.15544 1.57750 -1.11638 -0.274 1.309 0.371 0.330
H 2.08175 1.08839 -3.76869 -0.945 1.158 -1.163 0.315
H -1.53825 1.58194 -2.57400 -0.413 0.771 1.619 0.249
H 4.58328 -0.72807 -2.54072 1.570 0.210 0.359 0.258
H 0.33395 2.79204 0.71750 -0.109 0.726 0.561 0.112
H -0.53075 -4.29862 0.17367 -4.300 -6.574 -1.527 0.264
H 1.35865 0.03627 2.24105 -0.600 0.234 0.074 0.297
H -3.75688 0.82036 -0.99648 2.930 0.609 0.065 0.420
H -2.01790 -0.20608 4.63596 0.199 0.207 0.135 0.313
H 3.10817 1.43021 1.26742 -0.936 3.073 -1.700 0.353
H -2.33527 3.00670 -1.95130 -0.204 -1.219 1.254 0.380
H 2.80221 0.28201 -2.90082 -0.373 -0.237 1.483 0.331
H 2.26897 -1.92097 -0.57800 -0.958 0.661 0.391 0.284
H -3.69363 -1.44846 -2.41234 -0.552 -1.002 1.077 0.391
H 3.87484 1.10812 2.67952 -0.992 0.041 -1.885 0.339
H -0.91520 2.31951 -1.09064 -0.119 -0.046 0.070 0.060
H -0.38451 -0.22624 -2.53090 0.299 -0.399 -0.004 0.329
H 0.79918 1.42238 2.30914 0.389 1.537 0.130 0.294
H -0.03506 -1.41640 -1.22669 0.049 0.535 0.104 0.436
H -4.36393 -1.17762 0.73440 0.237 0.646 -0.893 0.303
H -0.03753 0.46115 -1.04241 0.520 -0.783 0.556 -0.191
H -4.87118 -1.73459 -0.48169 -0.963 -1.467 -1.244 0.297
H 3.75972 -0.52266 -1.15968 1.674 0.651 1.075 0.347

***

Record 4
13
Properties=species:S:1:pos:R:3:forces:R:3:mulliken_charge:R:1 method="wB97M-V/def2-TZVPD" homo_lumo_gap_ev=7.7 total_energy_ev=-7795.0052 multiplicity=1 molar_mass_g_mol=85.11 homo_energy_ev=-7.523 charge=0 relative_energy_kcal_mol=107.0
O -0.62011 -0.57887 0.46257 0.479 -0.089 0.064 -0.239
N 2.48352 -0.98554 -0.66328 -0.758 0.452 0.286 -0.518
C 0.43885 1.64344 0.70409 0.056 0.146 0.132 -1.012
C 1.56076 -0.32397 -0.38021 0.869 -0.406 -0.254 0.199
C 0.40101 0.43286 -0.15162 0.265 0.204 -0.060 -0.088
C -1.26331 -1.14261 -0.71140 -0.299 -0.135 -0.620 -0.540
H 1.18785 2.29856 0.24704 -0.105 0.017 0.165 0.332
H 0.73497 1.45711 1.74533 0.021 0.120 0.057 0.254
H -0.16433 -1.24297 1.04589 -0.531 0.385 -0.745 0.432
H -0.51105 -1.54813 -1.40462 -0.247 0.022 0.461 0.316
H -1.97214 -1.88590 -0.37051 -0.140 -0.223 0.027 0.299
H -0.52004 2.17293 0.69400 0.177 -0.040 0.013 0.307
H -1.75598 -0.29692 -1.21730 0.212 -0.454 0.475 0.257

***

Record 5
114
Properties=species:S:1:pos:R:3:forces:R:3:mulliken_charge:R:1 method="wB97M-V/def2-TZVPD" homo_lumo_gap_ev="6.7 / 6.7" total_energy_ev=-248737.3805 multiplicity=2 molar_mass_g_mol=1179.32 homo_energy_ev="-4.965 / -5.495" charge=-1 s_squared=0.754
Rb -0.01978 0.50198 -0.19120 -0.041 -2.072 1.154 0.149
Br -5.80891 -3.91419 -4.46579 0.016 0.008 0.015 -0.261
Ge -0.91973 3.60205 -1.01241 -0.110 0.059 0.028 0.810
Cl -2.38653 1.90770 -1.09553 -1.186 0.156 -0.169 -0.379
Cl -0.87530 3.55143 1.23579 -0.051 0.057 0.438 -0.335
Cl -2.17863 5.33702 -1.38154 -0.200 0.279 -0.267 -0.411
S 2.27472 2.87108 -0.16799 -0.144 0.475 -0.351 0.464
O 1.45597 2.18318 -1.18399 1.062 1.072 -0.159 -0.428
O -1.85660 -1.60892 2.86778 0.008 -0.155 -0.109 -0.312
O -0.55906 2.96468 -2.93167 0.393 -0.403 -1.232 -0.256
O 2.03427 4.29885 -0.07358 0.202 -0.151 -0.021 -0.886
O 2.47569 -0.24310 -4.11245 -0.278 0.200 0.105 -0.768
O -0.93974 -0.86850 -2.61787 0.006 0.134 -0.577 1.191
O -1.85431 -2.78551 -1.19626 0.021 -0.258 0.145 0.161
N 2.09994 2.02442 1.09223 0.571 -0.207 1.216 1.231
N -2.24849 -0.27340 -6.58833 -0.010 0.295 -0.055 -0.817
N 3.66217 -3.36706 -1.72519 -0.086 0.008 0.126 0.129
N 2.37191 -4.70394 -0.13657 0.115 0.131 -0.046 0.108
N 1.00963 0.86149 3.28957 0.381 0.152 0.216 0.377
N 4.08058 -3.14670 0.67527 -0.102 -0.070 -0.156 0.118
N -2.03513 1.18436 -4.91490 0.031 0.351 0.025 0.421
N 0.64941 1.08295 -3.59384 -0.389 0.876 0.133 0.538
N 2.00665 -2.29297 -0.28996 0.056 0.107 -0.069 0.693
C 2.13635 1.63082 3.46758 -0.322 -0.206 -0.163 -0.353
C 2.73034 1.80832 4.73852 -0.034 -0.011 0.040 0.970
C -2.53909 -2.52047 -2.34937 -0.184 -0.184 0.158 0.153
C 5.95637 3.67610 -1.59942 0.050 -0.017 -0.016 -0.770
C 3.41042 -4.44018 0.87291 -0.062 0.145 -0.145 -0.710
C 1.39456 -3.60600 -0.07016 0.190 0.009 -0.082 0.471
C 2.70176 2.30443 2.32034 -0.476 -0.150 -0.352 0.029
C 3.05331 -2.09563 0.72251 -0.012 -0.112 -0.119 -0.232
C -4.27785 -2.92098 -3.93565 0.018 -0.010 0.029 -0.667
C -1.93939 0.98426 -7.10024 -0.024 -0.354 -0.266 0.252
C -2.93346 -1.22516 2.02927 0.029 0.227 0.121 0.382
C -1.49152 3.25564 -6.29280 0.025 -0.186 -0.037 -0.662
C -1.79537 1.90971 -6.06624 -0.018 0.044 0.336 0.856
C -1.76464 1.39072 -8.42656 0.031 0.022 -0.040 -0.704
C -3.66199 -3.22763 -2.72793 -0.061 -0.058 -0.012 -0.616
C 2.64365 -2.30703 -1.62455 0.047 -0.167 0.224 -0.267
C 4.45414 1.42875 -0.93352 0.005 0.185 -0.064 -0.635
C -3.38792 0.16119 2.41700 -0.047 0.104 0.067 -1.243
C -2.28719 -0.09993 -5.29028 0.124 -0.161 0.169 0.092
C 4.66500 3.83734 -1.10786 0.050 -0.095 -0.056 -0.174
C -2.19265 -3.99611 -0.53034 0.035 0.082 -0.209 -1.436
C 4.34652 3.31385 3.81788 0.037 0.088 -0.227 -1.150
C 0.47525 0.29286 4.34514 0.102 0.113 -0.168 -0.189
C 4.66447 -3.14306 -0.67783 -0.221 0.003 0.058 -0.457
C 2.66815 2.15748 -4.32482 -0.139 0.239 0.080 -0.323
C -0.16048 -3.20043 3.36720 0.135 -0.079 0.157 -1.385
C -2.67932 -1.17259 -4.33625 0.056 0.181 -0.234 0.841
C 3.85800 2.65392 4.90145 -0.131 -0.131 0.057 -0.853
C -1.32527 3.64051 -7.61177 -0.008 -0.075 0.023 -0.678
C 2.13809 1.13828 5.83333 0.075 0.038 0.067 -0.798
C 3.77233 3.14947 2.53803 0.033 0.010 -0.041 -0.528
C 3.00954 -4.65427 -1.46538 -0.031 0.171 0.157 -0.713
C 5.74010 1.27840 -1.42545 -0.006 0.001 -0.001 -0.422
C -1.45710 2.71851 -8.66827 -0.025 -0.076 0.087 -0.459
C 6.49074 2.40319 -1.75713 0.012 0.042 -0.012 -0.642
C 3.92578 2.70999 -0.78300 0.274 -0.190 -0.076 -0.334
C 0.47539 2.40480 -3.43758 0.498 -0.613 0.089 -0.285
C -3.79765 -1.92156 -4.73607 0.044 0.063 -0.045 -1.047
C 1.95838 0.85249 -4.01274 -0.082 -0.178 -0.115 -0.044
C 1.01662 0.39187 5.64776 -0.138 -0.097 -0.006 -0.993
C -1.30010 -2.83820 2.45032 0.064 0.278 0.201 1.488
C -2.02805 -1.46923 -3.13760 0.242 0.202 0.111 0.463
C 1.65745 3.22169 -3.90520 0.032 -0.033 -0.033 -0.426
H -4.20344 0.48636 1.76598 0.071 -0.016 0.056 0.384
H -0.43370 -0.20891 -3.20035 -0.190 -0.049 0.185 0.158
H 2.58543 1.24245 6.81678 -0.014 0.010 -0.029 0.377
H -3.73724 0.17690 3.45421 0.037 -0.007 -0.117 0.373
H 3.75178 -5.45172 -1.52764 0.045 -0.026 0.006 0.370
H 3.52765 -1.12796 0.55861 0.019 0.024 0.034 -0.097
H -2.61526 -1.24856 0.98380 0.081 0.015 -0.187 -0.205
H 0.53467 -0.12133 6.47298 0.020 0.043 -0.069 0.425
H -1.86169 0.67223 -9.23432 -0.005 0.081 0.076 0.437
H -2.20259 -4.83641 -1.22739 0.010 -0.017 -0.046 0.591
H 5.19310 3.98342 3.93096 -0.048 -0.032 -0.052 0.367
H 4.29778 2.77744 5.88514 -0.041 -0.024 -0.032 0.359
H 7.49727 2.28420 -2.14354 -0.064 0.008 0.027 0.394
H 0.64301 -2.46275 3.30051 -0.056 -0.038 0.003 0.019
H 4.15621 -5.23520 0.82789 0.034 -0.035 -0.020 0.347
H -1.08898 4.67521 -7.83714 -0.014 -0.079 0.020 0.390
H -3.16452 -3.92810 -0.03674 -0.066 0.048 0.009 0.379
H 0.92783 -3.61946 0.91530 0.031 -0.004 0.024 -0.854
H -1.38775 3.95557 -5.47414 -0.024 0.007 0.022 0.512
H -0.95017 -2.74305 1.41739 0.030 0.114 0.031 -0.969
H 2.90366 2.17086 -5.38790 0.011 0.022 -0.050 0.352
H 3.60711 2.19495 -3.77392 0.017 0.023 0.045 -0.045
H -3.74272 -1.95409 2.13046 -0.168 -0.095 0.028 0.294
H -1.43001 -4.16670 0.22168 -0.022 -0.039 -0.121 0.424
H 4.22166 4.81892 -0.97571 0.034 -0.120 0.003 0.550
H -2.57100 0.88134 2.31728 -0.060 -0.050 -0.010 0.137
H 6.15822 0.28562 -1.55516 -0.024 0.078 -0.006 0.414
H 5.14773 -2.17904 -0.85082 -0.018 0.014 0.011 0.142
H 3.84586 0.56657 -0.67698 0.066 0.135 -0.028 0.187
H 6.54676 4.54879 -1.85946 -0.042 -0.077 0.015 0.386
H -0.50122 -3.24394 4.40590 0.029 0.001 -0.107 0.422
H 5.42030 -3.92772 -0.73407 0.034 -0.049 -0.008 0.317
H 2.24787 -4.82425 -2.22787 -0.019 0.008 -0.008 0.332
H -4.06766 -4.01042 -2.10382 0.027 0.026 -0.051 0.536
H -0.43565 -0.27736 4.17628 0.107 0.027 -0.015 0.530
H 0.23954 -4.18160 3.09594 0.010 0.051 0.045 0.481
H 1.99523 3.84689 -3.07813 -0.036 0.023 -0.013 0.065
H 2.59605 -2.08719 1.71316 -0.025 -0.001 0.048 0.050
H 0.62958 -3.75762 -0.83181 -0.031 -0.025 -0.039 0.028
H -4.26186 -1.68309 -5.68258 0.019 -0.005 0.028 0.580
H 4.18714 3.70512 1.70722 0.000 -0.003 0.028 0.377
H 3.10787 -1.34286 -1.82064 0.045 0.060 0.003 -0.142
H -1.31214 3.05965 -9.68855 -0.021 -0.032 0.094 0.366
H 2.95034 -4.45020 1.86362 -0.014 0.014 0.006 0.320
H -1.92360 1.54002 -3.97499 -0.095 -0.009 0.136 -0.169
H 1.33062 3.88035 -4.71087 0.029 -0.006 -0.059 0.564
H 1.88016 -2.45705 -2.38599 -0.042 -0.028 -0.029 0.116
H -2.06795 -3.61997 2.46304 -0.118 -0.080 0.013 0.294